# 1
{
  "formula": "C3H4F2O",
  "method": "ωB97M-V/def2-TZVPD",
  "species": ["F", "C", "C", "C", "F", "H", "H", "O", "H", "H"],
  "coordinates": [[-1.520, -1.137, -1.248], [-0.627, -1.273, -0.295], [-0.182, -1.902, 0.754], [0.640, -0.751, 0.237], [1.803, -1.045, -0.442], [-0.254, -2.697, 1.453], [0.754, 0.206, 0.726], [-0.112, 2.496, -0.419], [0.333, 3.225, -0.855], [-0.834, 2.877, 0.088]],
  "nbo_charge": [-0.275, 0.398, -0.294, 0.130, -0.370, 0.229, 0.180, -0.943, 0.474, 0.471],
  "spin_multiplicity": 1,
  "charge": 0,
  "e_above_lowest_kcal_mol": 60.8,
  "total_energy_ev": -10655.32105,
  "homo_energy_ev": -10.42
}


# 2
{
  "formula": "C3H4F2O",
  "method": "ωB97M-V/def2-TZVPD",
  "species": ["C", "C", "C", "O", "F", "F", "H", "H", "H", "H"],
  "coordinates": [[-0.443, -0.186, 0.589], [-1.491, -0.024, -0.465], [0.806, 0.701, 0.277], [1.939, 0.376, -0.298], [-2.213, 1.067, -0.067], [0.548, 2.034, 0.082], [-0.882, 0.359, 1.501], [-0.189, -1.249, 0.859], [-1.467, -0.131, -1.541], [2.143, 0.918, -1.091]],
  "nbo_charge": [-0.600, 0.211, 0.631, -0.684, -0.353, -0.361, 0.260, 0.250, 0.158, 0.488],
  "spin_multiplicity": 1,
  "charge": 0,
  "e_above_lowest_kcal_mol": 84.9,
  "total_energy_ev": -10654.27909,
  "homo_energy_ev": [-8.35, -7.39]
}


# 3
{
  "formula": "C3H4F2O",
  "method": "ωB97M-V/def2-TZVPD",
  "species": ["F", "C", "C", "C", "O", "H", "H", "H", "F", "H"],
  "coordinates": [[2.973, 0.511, -0.043], [1.957, -0.198, 0.416], [0.955, -0.619, -0.360], [-0.392, -1.083, -0.634], [0.342, -0.229, -1.528], [2.189, -0.486, 1.440], [-0.712, -2.064, -1.038], [-1.211, -0.542, -0.059], [-0.833, 1.789, -0.571], [-0.265, 1.132, -1.119]],
  "nbo_charge": [-0.312, 0.185, 0.152, -0.116, -0.472, 0.190, 0.215, 0.226, -0.617, 0.549],
  "spin_multiplicity": 1,
  "charge": 0,
  "e_above_lowest_kcal_mol": 60.4,
  "total_energy_ev": -10655.34178,
  "homo_energy_ev": -9.97
}


# 4
{
  "formula": "C3H4F2Si",
  "method": "ωB97M-V/def2-TZVPD",
  "species": ["C", "C", "C", "F", "F", "Si", "H", "H", "H", "H"],
  "coordinates": [[3.322, 1.037, 0.195], [2.250, 1.613, 0.128], [-1.477, -1.830, -0.114], [-1.391, 1.070, -0.859], [-3.195, 0.492, 0.771], [-2.086, -0.229, -0.158], [4.353, 0.966, 0.391], [1.203, 1.656, -0.006], [-2.078, -2.622, 0.518], [-0.901, -2.153, -0.868]],
  "nbo_charge": [-0.236, -0.228, -0.830, -0.666, -0.656, 1.712, 0.228, 0.233, 0.234, 0.208],
  "spin_multiplicity": 3,
  "charge": 0,
  "e_above_lowest_kcal_mol": 0.0,
  "total_energy_ev": -16484.10781,
  "homo_energy_ev": [-5.99, -10.75]
}


# 5
{
  "formula": "C3H4F3NO2S",
  "method": "ωB97M-V/def2-TZVPD",
  "species": ["N", "C", "F", "C", "O", "O", "H", "H", "H", "H", "F", "C", "F", "S"],
  "coordinates": [[1.245, 1.350, 0.466], [0.688, 0.195, 0.784], [0.117, 0.090, 2.018], [0.517, -0.903, -0.039], [-0.070, -2.065, 0.423], [0.933, -1.037, -1.285], [1.917, 1.524, -0.245], [1.418, 1.930, 1.383], [-0.824, -1.862, 1.116], [0.339, -1.452, -1.866], [-0.822, 0.754, -1.681], [-1.392, 0.462, -0.531], [-1.409, 1.659, 0.014], [-2.655, -0.643, -0.556]],
  "nbo_charge": [-0.821, 0.471, -0.309, 0.480, -0.686, -0.668, 0.428, 0.415, 0.515, 0.512, -0.346, 0.539, -0.325, -0.206],
  "spin_multiplicity": 1,
  "charge": 0,
  "e_above_lowest_kcal_mol": 36.4,
  "total_energy_ev": -27745.76768,
  "homo_energy_ev": [-8.16, -8.16]
}


# 6
{
  "formula": "C3H4F3NO3",
  "method": "ωB97M-V/def2-TZVPD",
  "species": ["C", "C", "O", "C", "F", "F", "F", "H", "H", "H", "O", "N", "O", "H"],
  "coordinates": [[-0.790, 0.360, -0.690], [0.601, 0.251, -1.138], [1.074, -0.708, -1.712], [1.658, 1.394, -0.823], [1.509, 2.097, 0.351], [1.656, 2.361, -1.700], [2.863, 0.806, -0.819], [-1.163, -0.635, -0.865], [-1.388, 1.010, -1.148], [-0.815, 0.658, 0.444], [0.748, -1.089, 1.870], [1.677, -1.810, 1.827], [1.833, -2.420, 0.555], [2.566, -3.057, 0.602]],
  "nbo_charge": [-0.718, 0.503, -0.465, 0.888, -0.339, -0.307, -0.310, 0.250, 0.241, 0.255, -0.280, 0.365, -0.565, 0.484],
  "spin_multiplicity": 1,
  "charge": 0,
  "e_above_lowest_kcal_mol": 76.2,
  "total_energy_ev": -18957.66891,
  "homo_energy_ev": -10.68
}


# 7
{
  "formula": "C3H4F3NS",
  "method": "ωB97M-V/def2-TZVPD",
  "species": ["C", "C", "C", "N", "F", "F", "F", "S", "H", "H", "H", "H"],
  "coordinates": [[-1.113, -0.158, -0.265], [2.286, -1.245, -0.042], [2.283, -0.076, 0.593], [-1.175, 1.000, -0.404], [2.101, 1.065, -0.036], [2.657, 0.164, 1.777], [-4.941, 1.144, -0.611], [-0.907, -1.539, 0.484], [2.183, -2.119, 0.662], [1.810, -1.284, -0.956], [-4.182, 1.380, -0.091], [-1.001, 1.667, -1.111]],
  "nbo_charge": [-0.140, -0.609, 0.772, -0.572, -0.313, -0.280, -0.564, 0.298, 0.229, 0.227, 0.562, 0.390],
  "spin_multiplicity": 3,
  "charge": 0,
  "e_above_lowest_kcal_mol": 6.1,
  "total_energy_ev": -23647.88892,
  "homo_energy_ev": [-5.81, -9.90]
}


# 8
{
  "formula": "C3H4FHoO3",
  "method": "ωB97M-V/def2-TZVPD",
  "species": ["C", "C", "H", "H", "F", "H", "Ho", "O", "C", "O", "O", "H"],
  "coordinates": [[0.452, 1.409, -2.097], [0.254, 1.164, -0.802], [0.691, 0.569, -2.749], [0.303, 2.406, -2.515], [0.009, 2.187, 0.050], [0.508, 0.220, -0.313], [4.654, 1.220, 0.178], [-1.351, -2.833, 1.572], [-1.137, -1.475, 1.724], [-2.147, -0.746, 1.713], [0.066, -1.146, 1.717], [-2.302, -2.974, 1.521]],
  "nbo_charge": [-0.556, 0.247, 0.214, 0.212, -0.338, 0.217, 0.992, -0.762, 0.945, -0.799, -0.846, 0.472],
  "spin_multiplicity": 5,
  "charge": 0,
  "total_energy_ev": -37827.05821,
  "homo_energy_ev": [-6.46, -6.46]
}


# 9
{
  "formula": "C3H4FI",
  "method": "ωB97M-V/def2-TZVPD",
  "species": ["C", "C", "C", "F", "I", "H", "H", "H", "H"],
  "coordinates": [[0.554, -0.102, 1.313], [0.010, -0.301, -0.269], [-0.640, 0.244, -1.367], [-0.774, -0.480, -2.475], [-1.480, 2.170, -1.486], [1.608, 0.139, 1.231], [0.396, -1.052, 1.799], [0.001, 0.694, 1.793], [0.324, -1.311, -0.539]],
  "nbo_charge": [-0.594, -0.289, 0.216, -0.329, 0.126, 0.225, 0.221, 0.221, 0.204],
  "spin_multiplicity": 1,
  "charge": 0,
  "e_above_lowest_kcal_mol": 14.5,
  "total_energy_ev": -13992.13451,
  "homo_energy_ev": -9.05
}


# 10
{
  "formula": "C3H4FN",
  "method": "ωB97M-V/def2-TZVPD",
  "species": ["C", "C", "F", "H", "H", "H", "C", "N", "H"],
  "coordinates": [[2.011, 0.199, 0.106], [0.777, -0.218, -0.129], [0.616, -1.538, -0.491], [2.172, 1.340, 0.199], [2.791, -0.498, 0.010], [-0.195, 0.208, 0.060], [-2.690, 0.107, 0.104], [-1.865, 0.685, -0.403], [-3.617, -0.285, 0.544]],
  "nbo_charge": [-0.514, 0.229, -0.369, 0.220, 0.215, 0.198, 0.108, -0.333, 0.246],
  "spin_multiplicity": 1,
  "charge": 0,
  "e_above_lowest_kcal_mol": 34.5,
  "total_energy_ev": -7381.04144,
  "homo_energy_ev": -9.57
}


# 11
{
  "formula": "C3H4FN",
  "method": "ωB97M-V/def2-TZVPD",
  "species": ["C", "C", "C", "N", "F", "H", "H", "H", "H"],
  "coordinates": [[-1.246, -1.660, 2.294], [-0.082, 0.237, 0.037], [0.847, -0.758, 0.666], [-2.000, -1.289, 3.106], [1.375, -0.321, 1.765], [-0.538, -0.328, -0.865], [0.436, 1.070, -0.113], [-0.901, 0.396, 0.702], [1.295, -1.702, 0.316]],
  "nbo_charge": [-0.111, -0.736, 0.638, -0.574, -0.248, 0.254, 0.245, 0.317, 0.216],
  "spin_multiplicity": 1,
  "charge": 0,
  "e_above_lowest_kcal_mol": 96.8,
  "total_energy_ev": -7378.33733,
  "homo_energy_ev": [-9.52, -9.52]
}


# 12
{
  "formula": "C3H4FN3",
  "method": "ωB97M-V/def2-TZVPD",
  "species": ["N", "C", "N", "C", "C", "N", "F", "H", "H", "H", "H"],
  "coordinates": [[0.943, -1.436, 0.126], [0.745, -0.184, 0.483], [1.051, 0.813, 1.192], [-0.010, 1.024, 0.139], [-1.427, 1.171, 0.487], [-2.054, 0.236, 1.060], [-3.399, 0.525, 1.301], [0.264, -1.894, -0.461], [1.579, -2.010, 0.659], [0.298, 1.626, -0.717], [-1.898, 2.110, 0.185]],
  "nbo_charge": [-0.783, 0.415, -0.379, -0.210, 0.031, -0.020, -0.261, 0.415, 0.406, 0.192, 0.196],
  "spin_multiplicity": 1,
  "charge": 0,
  "e_above_lowest_kcal_mol": 88.7,
  "total_energy_ev": -10359.87421,
  "homo_energy_ev": -9.82
}


# 13
{
  "formula": "C3H4FN3O",
  "method": "ωB97M-V/def2-TZVPD",
  "species": ["C", "O", "C", "N", "N", "N", "C", "F", "H", "H", "H", "H"],
  "coordinates": [[0.183, -2.033, 0.476], [0.924, -1.042, -0.189], [0.380, 0.179, -0.199], [-0.798, 0.363, 0.264], [-1.149, 1.625, -0.001], [-0.149, 2.312, -0.528], [0.778, 1.459, -0.808], [1.922, 1.681, -1.327], [0.043, -1.676, 1.481], [0.489, -3.022, 0.208], [-0.824, -1.999, 0.134], [-1.798, 2.153, 0.488]],
  "nbo_charge": [-0.266, -0.474, 0.349, -0.321, -0.184, -0.282, 0.462, -0.269, 0.194, 0.206, 0.188, 0.397],
  "spin_multiplicity": 1,
  "charge": 0,
  "e_above_lowest_kcal_mol": 48.5,
  "total_energy_ev": -12408.82485,
  "homo_energy_ev": -9.28
}


# 14
{
  "formula": "C3H4FN3O",
  "method": "ωB97M-V/def2-TZVPD",
  "species": ["N", "C", "N", "C", "O", "N", "C", "F", "H", "H", "H", "H"],
  "coordinates": [[-1.354, -1.599, 0.972], [-0.649, -0.555, 0.209], [-0.431, 0.752, 0.707], [0.556, 1.166, -0.026], [1.258, 2.278, -0.181], [1.038, 0.219, -0.981], [0.146, -0.800, -0.769], [0.362, -1.969, -1.406], [-0.885, -1.643, 1.927], [-2.327, -1.136, 1.084], [0.585, 3.029, 0.133], [1.702, 0.258, -1.670]],
  "nbo_charge": [-0.818, 0.122, -0.517, 0.641, -0.654, -0.605, 0.472, -0.305, 0.372, 0.367, 0.501, 0.423],
  "spin_multiplicity": 1,
  "charge": 0,
  "e_above_lowest_kcal_mol": 26.9,
  "total_energy_ev": -12409.76166,
  "homo_energy_ev": -8.55
}


# 15
{
  "formula": "C3H4FNO",
  "method": "ωB97M-V/def2-TZVPD",
  "species": ["N", "C", "C", "F", "C", "O", "H", "H", "H", "H"],
  "coordinates": [[1.044, 1.908, -0.170], [0.802, 0.810, 0.108], [0.307, -0.492, 0.385], [1.316, -1.374, -0.143], [-1.069, -0.637, -0.274], [-1.837, 0.403, 0.173], [0.239, -0.698, 1.430], [-1.453, -1.546, 0.049], [-0.905, -0.622, -1.299], [-2.579, 0.570, -0.404]],
  "nbo_charge": [-0.267, 0.236, 0.101, -0.347, -0.066, -0.705, 0.212, 0.170, 0.178, 0.488],
  "spin_multiplicity": 1,
  "charge": 0,
  "e_above_lowest_kcal_mol": 25.0,
  "total_energy_ev": -9429.53151,
  "homo_energy_ev": -11.47
}


# 16
{
  "formula": "C3H4FNO2",
  "method": "ωB97M-V/def2-TZVPD",
  "species": ["N", "C", "C", "F", "C", "O", "O", "H", "H", "H", "H"],
  "coordinates": [[1.796, -0.528, -0.001], [1.071, 0.584, -0.040], [-0.277, 0.757, 0.052], [-0.657, 2.036, 0.067], [-1.232, -0.303, 0.005], [-0.988, -1.505, 0.055], [-2.527, 0.123, -0.052], [2.793, -0.522, -0.080], [1.383, -1.435, 0.218], [1.665, 1.486, -0.179], [-3.028, -0.693, -0.044]],
  "nbo_charge": [-0.761, 0.064, 0.108, -0.316, 0.700, -0.649, -0.669, 0.397, 0.425, 0.209, 0.492],
  "spin_multiplicity": 1,
  "charge": 0,
  "e_above_lowest_kcal_mol": 3.0,
  "total_energy_ev": -11478.26428,
  "homo_energy_ev": -8.54
}


# 17
{
  "formula": "C3H4FO2S",
  "method": "ωB97M-V/def2-TZVPD",
  "species": ["C", "C", "C", "O", "O", "F", "S", "H", "H", "H", "H"],
  "coordinates": [[0.440, -0.838, 1.893], [-0.110, -0.018, 0.964], [-0.117, -0.162, -0.457], [-1.549, -0.874, -5.209], [-3.359, -0.655, -3.639], [0.608, -1.114, -1.071], [-1.895, -0.527, -3.798], [0.474, -0.511, 2.884], [0.860, -1.717, 1.591], [-0.668, 0.816, 1.468], [-0.505, 0.577, -1.148]],
  "nbo_charge": [-0.390, -0.339, 0.274, -1.022, -1.022, -0.326, 1.074, 0.181, 0.184, 0.211, 0.175],
  "spin_multiplicity": 1,
  "charge": -1,
  "e_above_lowest_kcal_mol": 70.8,
  "total_energy_ev": -20821.84759,
  "homo_energy_ev": [-4.69, -1.36]
}


# 18
{
  "formula": "C3H4FO3",
  "method": "ωB97M-V/def2-TZVPD",
  "species": ["C", "C", "C", "O", "O", "O", "F", "H", "H", "H", "H"],
  "coordinates": [[-0.342, 0.300, -0.600], [-1.587, 0.853, 0.314], [2.408, -0.446, -0.143], [-0.597, -0.986, -0.760], [1.326, 0.187, 0.259], [3.523, -0.123, 0.091], [-2.806, 0.622, -0.305], [-1.536, 0.371, 1.307], [-1.525, 1.882, 0.755], [2.255, -1.294, -0.794], [-1.119, -1.367, -0.125]],
  "nbo_charge": [0.346, -0.146, 0.629, -0.773, -0.729, -0.692, -0.416, 0.135, 0.155, 0.032, 0.457],
  "spin_multiplicity": 3,
  "charge": -1,
  "e_above_lowest_kcal_mol": 44.7,
  "total_energy_ev": -12030.86014,
  "homo_energy_ev": [-0.48, -4.91]
}


# 19
{
  "formula": "C3H4FO3Sc",
  "method": "ωB97M-V/def2-TZVPD",
  "species": ["C", "C", "H", "H", "F", "H", "Sc", "O", "C", "O", "O", "H"],
  "coordinates": [[2.559, -0.515, 0.944], [1.363, -0.763, 0.195], [2.333, -0.019, 1.898], [3.223, -1.382, 1.045], [1.536, -1.528, -0.936], [0.747, 0.102, -0.082], [3.930, 1.120, -0.136], [0.232, -2.676, 2.928], [0.177, -2.788, 1.585], [0.324, -3.861, 1.025], [0.073, -1.613, 1.047], [0.384, -3.551, 3.305]],
  "nbo_charge": [-1.007, 0.487, 0.264, 0.257, -0.326, 0.182, 1.597, -0.692, 0.963, -0.615, -0.610, 0.501],
  "spin_multiplicity": 2,
  "charge": 1,
  "e_above_lowest_kcal_mol": 34.8,
  "total_energy_ev": -32724.50211,
  "homo_energy_ev": [-12.44, -12.44]
}


# 20
{
  "formula": "C3H4FO3Sm",
  "method": "ωB97M-V/def2-TZVPD",
  "species": ["F", "O", "C", "C", "O", "O", "C", "Sm", "H", "H", "H", "H"],
  "coordinates": [[4.573, 1.519, -1.225], [2.023, 0.642, 1.587], [1.062, 1.480, 1.468], [3.196, 1.245, 0.019], [-0.067, 1.256, 1.941], [1.211, 2.434, 0.570], [2.047, 2.080, -0.547], [0.008, -0.418, 3.953], [3.166, 0.212, -0.347], [3.813, 1.816, 0.724], [1.443, 1.500, -1.252], [2.401, 3.019, -0.983]],
  "nbo_charge": [-0.636, -0.748, 0.970, 0.044, -0.858, -0.511, -0.121, 0.985, 0.229, 0.231, 0.185, 0.231],
  "spin_multiplicity": 8,
  "charge": 0,
  "e_above_lowest_kcal_mol": 0.0,
  "total_energy_ev": -29936.21927,
  "homo_energy_ev": [-6.37, -9.61]
}